{
  "formula": "C3H6N2O",
  "method": "the ωB97M-V functional and the def2-TZVPD basis",
  "largest_force_ev_per_a": 4.133,
  "total_charge": 0,
  "smiles": "[H]/N=C(/N)[C@@H]1CO1",
  "homo_lumo_gap_ev": 10.07,
  "elements": ["H", "N", "C", "N", "C", "C", "O", "H", "H", "H", "H", "H"],
  "xyz": [[-2.45, 0.89, 0.17], [-1.96, 0.43, 0.90], [-0.71, 0.07, 0.54], [-0.07, -0.76, 1.43], [-0.01, 0.55, -0.69], [1.14, -0.23, -1.27], [1.42, 1.01, -0.44], [1.02, -0.88, 1.51], [-0.52, -0.79, 2.41], [-0.62, 1.08, -1.46], [1.48, -0.13, -2.35], [1.26, -1.23, -0.75]]
}


{
  "formula": "C21H23ClN6O9SeV",
  "method": "the ωB97M-V functional and the def2-TZVPD basis",
  "largest_force_ev_per_a": 3.869,
  "total_charge": 1,
  "s_squared": 2.011,
  "homo_lumo_gap_ev": [7.80, 7.95],
  "multiplicity": 3,
  "elements": ["V", "C", "N", "C", "C", "O", "C", "O", "C", "C", "O", "N", "C", "C", "H", "H", "H", "H", "H", "H", "H", "H", "H", "H", "H", "H", "H", "H", "H", "H", "O", "Cl", "O", "O", "O", "O", "C", "N", "C", "O", "C", "C", "C", "C", "C", "C", "H", "H", "H", "H", "Se", "N", "C", "C", "C", "C", "N", "C", "N", "H", "H", "H"],
  "xyz": [[0.23, 0.27, -0.74], [0.12, -4.75, 1.01], [-0.24, -3.51, 0.32], [-1.46, -3.54, -0.49], [0.49, -2.44, 0.39], [0.21, -1.41, -0.26], [1.75, -2.35, 1.24], [2.28, -1.06, 1.21], [2.14, -0.24, 2.35], [1.18, 0.93, 2.16], [0.43, 1.02, 1.18], [1.18, 1.85, 3.11], [0.29, 3.01, 3.01], [2.02, 1.76, 4.30], [-0.51, -4.89, 1.89], [1.16, -4.75, 1.31], [-0.04, -5.59, 0.33], [-2.23, -4.05, 0.07], [-1.27, -4.08, -1.42], [-1.78, -2.53, -0.71], [2.50, -3.02, 0.79], [1.55, -2.69, 2.25], [3.13, 0.17, 2.57], [1.82, -0.82, 3.22], [-0.21, 3.01, 2.05], [0.87, 3.93, 3.11], [-0.46, 2.97, 3.80], [1.86, 0.82, 4.83], [1.74, 2.57, 4.97], [3.08, 1.86, 4.06], [1.65, 3.81, -0.63], [1.40, 2.66, -1.41], [1.77, 2.82, -2.77], [-0.05, 2.28, -1.32], [2.07, 1.46, -0.83], [-1.98, -0.16, 1.62], [-2.38, 0.37, 0.61], [-1.72, 0.34, -0.64], [-2.57, 0.91, -1.59], [-2.34, 0.97, -2.78], [-3.80, 1.41, -0.90], [-4.88, 2.09, -1.40], [-5.86, 2.48, -0.48], [-5.74, 2.17, 0.87], [-4.64, 1.47, 1.36], [-3.68, 1.10, 0.44], [-4.97, 2.33, -2.45], [-6.72, 3.04, -0.82], [-6.51, 2.49, 1.56], [-4.54, 1.21, 2.40], [-0.08, 0.73, -4.18], [1.40, 0.44, -5.05], [2.25, -0.20, -4.26], [3.59, -0.53, -4.59], [4.32, -1.15, -3.63], [3.72, -1.47, -2.38], [2.49, -1.20, -2.04], [1.76, -0.54, -2.97], [0.50, -0.12, -2.70], [4.00, -0.26, -5.55], [5.36, -1.42, -3.81], [4.32, -1.98, -1.63]]
}


{
  "formula": "C20H66O13",
  "method": "the ωB97M-V functional and the def2-TZVPD basis",
  "largest_force_ev_per_a": 3.119,
  "total_charge": 0,
  "homo_lumo_gap_ev": 9.10,
  "elements": ["C", "C", "O", "H", "H", "H", "H", "H", "H", "C", "C", "O", "H", "H", "H", "H", "H", "H", "C", "C", "O", "H", "H", "H", "H", "H", "H", "C", "C", "O", "H", "H", "H", "H", "H", "H", "C", "C", "O", "H", "H", "H", "H", "H", "H", "C", "C", "O", "H", "H", "H", "H", "H", "H", "C", "C", "O", "H", "H", "H", "H", "H", "H", "C", "C", "O", "H", "H", "H", "H", "H", "H", "C", "C", "O", "H", "H", "H", "H", "H", "H", "C", "C", "O", "H", "H", "H", "H", "H", "H", "O", "H", "H", "O", "H", "H", "O", "H", "H"],
  "xyz": [[-1.08, 2.14, -4.67], [-0.26, 2.60, -5.94], [-0.30, 1.55, -6.91], [-2.13, 2.22, -4.92], [-0.91, 2.90, -3.90], [-0.97, 1.13, -4.27], [0.78, 2.69, -5.62], [-0.68, 3.50, -6.39], [0.21, 0.80, -6.62], [-3.18, -3.24, 0.04], [-3.92, -4.45, -0.55], [-5.02, -3.89, -1.35], [-2.25, -3.53, 0.53], [-3.76, -2.86, 0.88], [-2.93, -2.42, -0.63], [-4.27, -5.07, 0.28], [-3.23, -5.01, -1.19], [-4.63, -3.51, -2.15], [-5.68, -0.12, -0.29], [-4.58, 0.34, 0.58], [-5.12, 0.90, 1.73], [-6.09, 0.78, -0.73], [-6.33, -0.76, 0.31], [-5.27, -0.69, -1.13], [-3.90, 1.05, 0.11], [-3.92, -0.49, 0.86], [-4.44, 0.94, 2.42], [-0.71, -3.33, 3.98], [0.15, -4.28, 4.85], [-0.69, -4.86, 5.76], [-1.40, -3.90, 3.35], [-0.13, -2.68, 3.33], [-1.30, -2.67, 4.62], [1.02, -3.81, 5.29], [0.55, -5.06, 4.20], [-0.13, -5.36, 6.35], [-1.51, 4.88, -1.11], [-2.49, 3.78, -0.66], [-1.74, 2.82, 0.08], [-0.91, 5.21, -0.26], [-2.09, 5.73, -1.46], [-0.90, 4.53, -1.95], [-3.05, 3.31, -1.47], [-3.22, 4.18, 0.04], [-1.36, 2.27, -0.61], [-0.52, 0.72, 3.72], [-1.88, 0.36, 2.95], [-2.97, 1.06, 3.51], [-0.64, 0.40, 4.75], [-0.20, 1.75, 3.61], [0.30, 0.16, 3.26], [-2.10, -0.71, 2.93], [-1.74, 0.69, 1.92], [-3.22, 0.57, 4.29], [6.23, 0.80, 1.44], [5.61, 0.42, 0.05], [4.18, 0.67, 0.09], [7.25, 0.43, 1.58], [5.60, 0.35, 2.20], [6.23, 1.89, 1.49], [5.70, -0.62, -0.24], [6.00, 0.94, -0.82], [4.04, 1.62, 0.18], [3.43, -3.39, 2.27], [3.66, -2.17, 1.49], [3.23, -0.97, 2.17], [3.97, -3.38, 3.21], [3.69, -4.24, 1.64], [2.38, -3.49, 2.56], [3.30, -2.13, 0.47], [4.72, -2.05, 1.25], [3.37, -0.21, 1.61], [-0.17, -1.10, 0.15], [0.55, 0.17, -0.24], [-0.12, 0.72, -1.40], [0.34, -1.42, 1.06], [-0.09, -1.82, -0.66], [-1.23, -0.92, 0.31], [1.57, -0.03, -0.56], [0.45, 0.95, 0.51], [0.58, 0.81, -2.04], [2.67, 2.71, -1.92], [2.95, 2.02, -3.24], [2.08, 0.95, -3.26], [1.86, 3.45, -1.99], [3.54, 3.32, -1.68], [2.44, 2.01, -1.12], [3.98, 1.67, -3.22], [2.80, 2.64, -4.13], [2.07, 0.53, -4.12], [1.29, 3.39, 1.18], [1.00, 4.18, 1.64], [0.48, 2.97, 0.90], [-1.88, -0.92, -2.95], [-1.04, -1.37, -3.09], [-1.68, -0.24, -2.32], [3.51, -1.04, -2.12], [2.71, -0.90, -2.63], [3.47, -0.39, -1.42]]
}


{
  "formula": "C4H10N4",
  "method": "the ωB97M-V functional and the def2-TZVPD basis",
  "largest_force_ev_per_a": 4.065,
  "total_charge": 2,
  "smiles": "CN1CNC=[NH+]C1=[NH2+]",
  "homo_lumo_gap_ev": 10.32,
  "elements": ["C", "N", "C", "N", "C", "N", "C", "N", "H", "H", "H", "H", "H", "H", "H", "H", "H", "H"],
  "xyz": [[1.97, -0.02, -0.18], [0.56, -0.01, -0.14], [0.11, -1.43, -0.23], [-1.26, -1.54, 0.01], [-2.04, -0.51, 0.19], [-1.61, 0.79, 0.14], [-0.20, 1.02, -0.01], [0.23, 2.24, 0.09], [2.29, -0.71, 0.72], [2.32, -0.51, -1.15], [2.37, 0.98, -0.21], [0.70, -1.93, 0.69], [0.45, -1.82, -1.18], [-1.60, -2.58, 0.00], [-2.98, -0.84, 0.59], [-2.24, 1.50, 0.45], [1.22, 2.28, 0.24], [-0.31, 3.09, -0.03]]
}


{
  "formula": "C4H11FeO2",
  "method": "the ωB97M-V functional and the def2-TZVPD basis",
  "largest_force_ev_per_a": 3.389,
  "total_charge": 0,
  "s_squared": 8.755,
  "homo_lumo_gap_ev": [6.64, 8.09],
  "multiplicity": 6,
  "elements": ["H", "O", "C", "H", "H", "H", "C", "O", "C", "C", "Fe", "H", "H", "H", "H", "H", "H", "H"],
  "xyz": [[0.96, 0.19, 0.11], [-0.51, -0.33, 2.67], [-1.00, -1.65, 2.70], [-0.46, -2.27, 3.43], [-2.06, -1.60, 2.99], [-0.97, -2.10, 1.70], [1.93, 0.53, -2.46], [0.59, 0.53, -2.03], [0.37, 0.87, -0.64], [-1.10, 0.62, -0.35], [-1.35, 0.22, -2.54], [1.95, 0.11, -3.47], [2.34, 1.55, -2.48], [2.54, -0.09, -1.79], [-1.54, 1.53, 0.09], [0.75, 1.89, -0.47], [-1.25, 0.31, 2.30], [-1.18, -0.30, 0.25]]
}


{
  "formula": "C16H32CuO8S",
  "method": "the ωB97M-V functional and the def2-TZVPD basis",
  "largest_force_ev_per_a": 9.530,
  "total_charge": 0,
  "s_squared": 0.753,
  "homo_lumo_gap_ev": [6.95, 6.15],
  "multiplicity": 2,
  "elements": ["Cu", "S", "O", "O", "O", "O", "C", "C", "C", "O", "C", "H", "H", "H", "H", "H", "H", "H", "H", "C", "C", "C", "O", "C", "H", "H", "H", "H", "H", "H", "H", "H", "C", "C", "C", "O", "C", "H", "H", "H", "H", "H", "H", "H", "H", "C", "C", "C", "O", "C", "H", "H", "H", "H", "H", "H", "H", "H"],
  "xyz": [[-0.26, 0.76, -0.10], [-0.78, 3.33, 0.07], [-1.09, 2.34, -1.00], [-2.03, 3.89, 0.62], [0.02, 2.51, 0.94], [-0.21, 4.63, -0.33], [3.32, 1.16, -3.14], [4.01, 0.61, -1.94], [3.13, 1.07, -0.76], [1.74, 1.02, -1.20], [1.81, 1.30, -2.68], [3.49, 0.41, -3.91], [3.71, 2.13, -3.46], [5.05, 0.93, -1.98], [3.98, -0.48, -1.95], [3.37, 2.10, -0.47], [3.30, 0.44, 0.11], [1.60, 2.33, -2.98], [1.16, 0.67, -3.28], [-1.63, -1.34, -3.52], [-0.52, -2.19, -3.19], [-0.39, -2.03, -1.69], [-0.76, -0.71, -1.42], [-1.92, -0.43, -2.33], [-2.42, -1.99, -3.90], [-1.41, -0.72, -4.38], [0.45, -2.03, -3.67], [-0.86, -3.22, -3.29], [0.62, -2.21, -1.34], [-0.99, -2.70, -1.07], [-1.72, 0.61, -2.62], [-2.89, -0.61, -1.87], [-3.36, -1.00, 2.28], [-3.13, 0.29, 3.03], [-2.61, 1.29, 2.05], [-2.04, 0.39, 1.07], [-2.94, -0.69, 0.88], [-4.39, -1.36, 2.36], [-2.81, -1.87, 2.65], [-2.44, 0.15, 3.86], [-4.03, 0.65, 3.53], [-2.00, 2.06, 2.53], [-3.48, 1.75, 1.59], [-2.48, -1.55, 0.39], [-3.76, -0.39, 0.23], [1.62, -1.85, 3.14], [1.06, -0.53, 3.66], [1.57, 0.45, 2.60], [1.15, -0.24, 1.39], [1.38, -1.66, 1.64], [1.04, -2.65, 3.59], [2.68, -2.02, 3.34], [1.51, -0.22, 4.60], [-0.01, -0.46, 3.85], [2.65, 0.61, 2.49], [1.10, 1.43, 2.59], [2.29, -1.90, 1.08], [0.54, -2.28, 1.32]]
}